The following is a DFT calculation (wB97M-V/def2-TZVPD) of C34H44ClN7OSW as an isolated structure at a distorted geometry.

## Properties
orbital gap (spin up / spin down) = 4.69 / 5.88 eV
charge = +2
multiplicity = 3
energy above the lowest of the compared OMol25 structures with the same formula, charge and spin = 5.1 kcal per mole
LUMO level (spin up / spin down) = -6.58 / -6.58 eV
electronic energy = -73618.50578 eV

Structure (XYZ):
```
89
Properties=species:S:1:pos:R:3:forces:R:3
W 1.5140 0.5993 -0.7410 1.9 -3.3 -2.8
C -0.1234 -1.8765 -3.9844 0.7 1.3 0.0
C 0.2899 -0.6853 -3.1515 -0.3 1.0 1.4
N 1.5185 -0.4867 -2.6183 0.1 -0.5 0.8
C 2.5486 -1.5083 -2.7939 0.0 -0.3 -1.2
C 2.8169 -2.3222 -1.5179 0.0 0.1 0.2
N 3.0525 -1.4657 -0.3120 -1.4 0.5 -0.8
C 4.3970 -0.9979 -0.0593 1.4 -1.1 -0.5
C 4.8524 0.1368 -1.0242 0.3 0.5 1.3
N 3.6936 1.1304 -1.0652 0.5 0.5 -1.0
C 3.9848 2.3006 -0.2004 0.3 0.2 0.3
C 2.7399 3.1159 0.1258 -1.2 1.1 0.3
N 1.4725 2.4352 -0.3037 1.1 1.1 1.0
C 0.1275 3.1070 -0.2322 1.5 -0.2 0.7
C -0.2839 3.2212 1.2757 -0.7 0.0 -0.2
C -0.7340 2.1525 -1.0520 -2.1 -0.4 -0.2
C -2.1389 2.0885 -1.0287 1.7 1.0 0.5
C -2.7759 1.1911 -1.8916 0.5 -1.0 -0.2
C -2.0621 0.2287 -2.5968 0.0 0.5 -0.9
C -0.6451 0.2960 -2.6294 -0.2 -0.9 0.3
N -0.0388 1.2391 -1.8167 -0.9 1.0 0.4
H 0.4372 -1.8803 -4.9162 0.0 0.1 -0.2
H -1.1630 -1.7336 -4.2400 -0.2 -0.6 0.0
H 0.1408 -2.8050 -3.4874 -0.5 -0.2 0.2
H 3.4837 -1.0459 -3.1851 -0.6 -0.3 0.2
H 2.1723 -2.2149 -3.5777 0.8 0.4 0.6
H 3.6718 -2.9946 -1.6775 -0.1 0.1 0.0
H 1.9414 -2.9689 -1.3339 0.3 0.4 0.2
H 2.6469 -1.9364 0.5003 0.3 0.3 -0.4
H 5.0697 -1.8929 -0.1801 0.0 1.0 0.3
H 4.4413 -0.6548 0.9885 0.1 -0.1 -0.4
H 5.2073 -0.2032 -2.0258 -0.7 0.3 0.8
H 5.7253 0.6922 -0.5276 -1.1 -0.9 -0.9
H 3.6970 1.5875 -1.9859 -0.2 -0.7 0.0
H 4.6917 2.9413 -0.7401 0.1 -0.1 0.4
H 4.4514 1.9378 0.7213 -0.1 0.1 -0.2
H 2.8308 4.1371 -0.3351 -0.1 -1.0 0.4
H 2.7049 3.2459 1.2235 0.0 0.2 -0.4
H -0.0453 2.3039 1.8578 -0.1 0.4 -0.7
H -1.4042 3.3761 1.3421 1.4 0.2 0.1
H 0.2837 4.0570 1.7489 -0.7 -0.4 -0.4
H -2.7107 2.7414 -0.3425 0.4 -0.4 -0.7
H -3.8409 1.2341 -1.9498 -0.6 -0.3 0.0
H -2.5752 -0.5443 -3.1914 0.2 0.6 0.4
C -2.2799 -2.2728 4.4129 -0.2 0.9 -1.2
C -0.9334 -2.9489 4.3791 -0.4 -0.9 1.0
N -0.0752 -2.5062 3.2648 1.3 -0.4 -1.8
C 1.0910 -1.6039 3.5356 0.5 0.1 -0.5
C 0.6082 -0.2813 4.1301 -0.2 0.8 -0.6
C -0.2778 -3.0965 2.1202 -2.2 0.2 2.0
S 0.3194 -0.6968 0.4798 -1.1 -0.3 1.3
N -1.0268 -3.7346 1.4249 2.5 1.2 0.0
C -0.8626 -4.8972 0.5943 0.9 -2.7 -1.0
O 0.1951 -5.3351 0.1645 -1.1 2.0 1.2
C -2.1337 -5.5238 0.2886 -1.1 -0.5 -0.3
C -2.1911 -6.4470 -0.7739 0.7 0.2 -0.8
C -3.3956 -6.7212 -1.3668 -0.9 0.2 0.0
C -4.5970 -6.1571 -0.8681 0.1 -1.1 -1.3
C -4.5835 -5.4506 0.2970 1.8 0.2 1.0
C -3.3328 -5.1469 0.8856 -0.4 1.0 0.0
H -2.9260 -2.6286 5.1975 0.0 -0.4 0.4
H -2.8236 -2.4311 3.4515 0.3 0.3 0.6
H -2.1390 -1.1973 4.5995 -0.2 -0.3 -0.3
H -1.0338 -4.0394 4.3437 0.1 0.2 -0.1
H -0.3885 -2.7294 5.2893 0.3 0.1 0.1
H 1.5743 -1.4411 2.5486 -0.4 0.0 0.7
H 1.8515 -2.1256 4.1689 -0.9 0.2 -0.3
H -0.2866 0.1263 3.5880 0.9 -0.5 0.3
H 1.3984 0.4990 4.0713 -0.4 -0.6 -0.1
H 0.3479 -0.3583 5.1779 -0.1 -0.2 0.2
H -1.2808 -6.8218 -1.2645 -0.4 0.3 0.5
H -3.4395 -7.3245 -2.2694 0.1 0.0 0.2
H -5.5151 -6.3352 -1.4525 0.4 0.1 0.6
H -5.4506 -5.0939 0.7878 -0.8 0.3 0.2
H -3.2932 -4.4708 1.7581 -0.2 -0.4 -0.5
Cl -3.5248 9.0701 -0.9134 0.1 -0.5 0.5
C -2.6191 7.6138 -0.5724 0.1 -0.7 -0.8
C -1.4539 7.6521 0.1943 0.2 -1.0 -0.7
C -0.5748 6.5470 0.1571 -1.5 0.7 -0.2
C -0.8391 5.4622 -0.6779 0.5 0.4 0.6
C 0.2909 4.4947 -0.9022 -0.6 -0.1 -0.2
C -2.0599 5.3673 -1.3271 -0.4 0.9 -0.3
C -2.9829 6.4307 -1.2684 0.9 0.0 0.8
H -1.1578 8.5401 0.7097 -0.1 0.4 0.3
H 0.3007 6.5619 0.7826 0.4 0.1 -0.1
H 0.3925 4.3259 -1.9816 0.2 0.0 0.1
H 1.2063 4.9938 -0.5390 -0.5 -0.4 -0.1
H -2.2000 4.5073 -1.9777 -0.4 0.3 0.1
H -3.9615 6.3456 -1.7172 0.1 0.2 -0.3
```
Forces are in eV/Å.

Mulliken atomic charge list, values in e, 5 entries: atom 1 (W): 0.55, atom 2 (C): -1.97, atom 3 (C): 0.70, atom 4 (N): -0.31, atom 5 (C): -0.88